[1]
Molecular formula: C7H12
Method: DFT, ωB97M-V with the def2-TZVPD basis set

Geometry as XYZ:
```
19
C7H12, DFT ωB97M-V with the def2-TZVPD basis set
C 2.44066 0.21075 1.07753
C 1.24637 1.16053 0.99642
C 0.63382 1.11892 -0.40720
C 0.48681 -0.12440 -1.14018
C -2.52416 -1.27963 -0.75257
C -1.68799 -0.48431 0.20094
C -0.79441 0.46637 -0.41294
H 3.12133 0.39483 1.92763
H 2.97263 0.26839 0.12621
H 2.12269 -0.82719 1.18559
H 0.45331 1.11103 1.73259
H 1.63205 2.19840 1.08050
H 0.74651 -1.11817 -0.82595
H 0.57713 -0.04641 -2.22530
H -2.29468 -1.30609 -1.80330
H -3.00102 -2.20505 -0.43630
H -3.00937 -0.26226 -0.58918
H -1.80733 -0.50571 1.26198
H -1.31432 1.23001 -0.99647
```

**ΔE to the lowest compared entry with this formula, charge and spin**: 178.18 kcal/mol
**Electronic energy**: -7445.7048 eV
**Multiplicity**: 1
**HOMO**: -6.327 eV
**LUMO energy**: -0.033 Ha

[2]
Molecular formula: C24H18N4O5Ru
Method: DFT, ωB97M-V with the def2-TZVPD basis set

Geometry as XYZ:
```
52
C24H18N4O5Ru, DFT ωB97M-V with the def2-TZVPD basis set
Ru 0.26171 -0.43489 0.00442
C 0.83935 -2.31211 2.99309
C -0.61257 -1.98468 2.83976
C -1.55596 -2.63946 3.63097
C -2.89100 -2.33263 3.50267
C -3.26830 -1.34275 2.60620
C -2.29112 -0.72502 1.85192
N -0.98947 -1.06227 1.94405
C -2.61930 0.37807 0.91193
C -3.88665 0.93204 0.79258
C -4.08066 1.95793 -0.11444
C -3.02036 2.41593 -0.87731
C -1.77878 1.82768 -0.69843
N -1.60423 0.83998 0.18270
C -0.57532 2.21028 -1.48294
C -0.53224 3.36600 -2.23813
C 0.60585 3.62818 -2.98578
C 1.64996 2.72797 -2.95890
C 1.56150 1.59126 -2.16234
C 2.67992 0.59875 -2.10978
N 0.46385 1.35635 -1.42660
H 1.02202 -2.73353 3.97916
H 1.45642 -1.42659 2.86650
H 1.14486 -3.05948 2.25664
H -1.21892 -3.38236 4.34006
H -3.63542 -2.84235 4.09916
H -4.30658 -1.07046 2.50452
H -4.71218 0.57564 1.38761
H -5.06220 2.39643 -0.23288
H -3.16803 3.19744 -1.60626
H -1.36216 4.05537 -2.24132
H 0.66939 4.52522 -3.58671
H 2.54366 2.89390 -3.54310
H 3.43584 0.83499 -2.85414
H 2.30535 -0.40859 -2.30699
H 3.14510 0.61080 -1.12442
O 3.40069 -5.69049 -1.32774
C 2.68604 -4.59222 -1.06303
C 1.37705 -4.40946 -1.52439
C 0.73996 -3.23676 -1.18972
N 1.33705 -2.31520 -0.44690
C 2.58320 -2.46778 -0.00983
C 3.30830 -3.59857 -0.29294
C 3.06816 -1.27572 0.79521
O 4.16736 -1.25318 1.28334
O 2.16691 -0.31683 0.87843
C -0.66350 -2.83909 -1.62728
O -1.35437 -3.59920 -2.25475
O -0.99105 -1.63173 -1.22958
H 2.89546 -6.31469 -1.86472
H 0.86195 -5.14331 -2.13130
H 4.32137 -3.71643 0.06450
```

**ΔE to the lowest compared entry with this formula, charge and spin**: 0.88 kcal/mol
**Electronic energy**: -43955.7108 eV
**Multiplicity**: 6
**HOMO (alpha / beta)**: -11.429 / -12.229 eV
**LUMO energy (alpha / beta)**: -0.134 / -0.165 Ha
**Net charge**: +1

[3]
Molecular formula: C16H17N3O2
Method: DFT, ωB97M-V with the def2-TZVPD basis set

Geometry as XYZ:
```
38
C16H17N3O2, DFT ωB97M-V with the def2-TZVPD basis set
N -0.50278 -2.58462 1.21330
H -0.27212 -3.47031 0.76987
H 0.01470 -2.55228 2.08566
C -0.07642 -1.50916 0.34052
C 1.36511 -1.70078 -0.14953
O 1.93088 -2.77373 -0.09983
N 1.92855 -0.58799 -0.66892
H 1.43273 0.28807 -0.62350
C 3.29315 -0.55755 -1.16478
C 4.15640 0.32986 -0.33199
C 4.86972 0.09425 0.80635
C 5.45413 1.33174 1.17148
C 5.04903 2.22661 0.23184
O 4.26094 1.63326 -0.68013
H 5.24558 3.27242 0.10334
H 6.08645 1.52245 2.01388
H 4.96731 -0.84345 1.31319
H 3.29724 -0.20374 -2.20103
H 3.65460 -1.58753 -1.12079
H -0.15206 -0.56565 0.89345
C -1.01556 -1.44759 -0.88503
C -2.36134 -0.95113 -0.48181
C -3.45600 -1.69395 -0.15367
N -4.48888 -0.87556 0.21629
C -4.07561 0.42208 0.14425
C -4.75128 1.60396 0.41959
C -4.06428 2.78705 0.25330
C -2.73603 2.79971 -0.18118
C -2.06230 1.63178 -0.45787
C -2.72863 0.41733 -0.29495
H -1.03710 1.65602 -0.79938
H -2.23469 3.74932 -0.30053
H -4.55852 3.72476 0.46023
H -5.77883 1.59400 0.75308
H -5.40011 -1.18346 0.50897
H -3.57217 -2.76001 -0.15702
H -0.58668 -0.78557 -1.64022
H -1.09512 -2.45063 -1.30641
```

**ΔE to the lowest compared entry with this formula, charge and spin**: 27.53 kcal/mol
**Electronic energy**: -25433.4946 eV
**Multiplicity**: 1
**Structure (SMILES)**: N[C@H](Cc1c[nH]c2ccccc12)C(=O)NCc1ccco1
**HOMO**: -7.829 eV
**LUMO energy**: 0.026 Ha

[4]
Molecular formula: C4H6O2
Method: DFT, ωB97M-V with the def2-TZVPD basis set

Geometry as XYZ:
```
12
C4H6O2, DFT ωB97M-V with the def2-TZVPD basis set
O 2.18184 -0.64826 -0.13974
C 0.87952 -0.69230 -0.37962
C -0.73302 -0.18548 0.91540
C -1.25470 0.34669 -0.38444
C 0.23865 0.58833 -0.48214
O 0.88534 1.61085 -0.20695
H 2.32062 0.31442 0.05178
H 0.54915 -1.57876 -0.93032
H -0.99130 -1.15638 1.31939
H -0.59439 0.60210 1.66649
H -1.85447 1.25373 -0.41898
H -1.65048 -0.44574 -1.02691
```

**ΔE to the lowest compared entry with this formula, charge and spin**: 66.03 kcal/mol
**Electronic energy**: -8337.5977 eV
**Multiplicity**: 1
**HOMO**: -8.945 eV
**LUMO energy**: 0.034 Ha

Please write out number 3 again, unchanged.
Molecular formula: C16H17N3O2
Method: DFT, ωB97M-V with the def2-TZVPD basis set

Geometry as XYZ:
```
38
C16H17N3O2, DFT ωB97M-V with the def2-TZVPD basis set
N -0.50278 -2.58462 1.21330
H -0.27212 -3.47031 0.76987
H 0.01470 -2.55228 2.08566
C -0.07642 -1.50916 0.34052
C 1.36511 -1.70078 -0.14953
O 1.93088 -2.77373 -0.09983
N 1.92855 -0.58799 -0.66892
H 1.43273 0.28807 -0.62350
C 3.29315 -0.55755 -1.16478
C 4.15640 0.32986 -0.33199
C 4.86972 0.09425 0.80635
C 5.45413 1.33174 1.17148
C 5.04903 2.22661 0.23184
O 4.26094 1.63326 -0.68013
H 5.24558 3.27242 0.10334
H 6.08645 1.52245 2.01388
H 4.96731 -0.84345 1.31319
H 3.29724 -0.20374 -2.20103
H 3.65460 -1.58753 -1.12079
H -0.15206 -0.56565 0.89345
C -1.01556 -1.44759 -0.88503
C -2.36134 -0.95113 -0.48181
C -3.45600 -1.69395 -0.15367
N -4.48888 -0.87556 0.21629
C -4.07561 0.42208 0.14425
C -4.75128 1.60396 0.41959
C -4.06428 2.78705 0.25330
C -2.73603 2.79971 -0.18118
C -2.06230 1.63178 -0.45787
C -2.72863 0.41733 -0.29495
H -1.03710 1.65602 -0.79938
H -2.23469 3.74932 -0.30053
H -4.55852 3.72476 0.46023
H -5.77883 1.59400 0.75308
H -5.40011 -1.18346 0.50897
H -3.57217 -2.76001 -0.15702
H -0.58668 -0.78557 -1.64022
H -1.09512 -2.45063 -1.30641
```

**ΔE to the lowest compared entry with this formula, charge and spin**: 27.53 kcal/mol
**Electronic energy**: -25433.4946 eV
**Multiplicity**: 1
**Structure (SMILES)**: N[C@H](Cc1c[nH]c2ccccc12)C(=O)NCc1ccco1
**HOMO**: -7.829 eV
**LUMO energy**: 0.026 Ha

Repeat the first record exactly.
Molecular formula: C7H12
Method: DFT, ωB97M-V with the def2-TZVPD basis set

Geometry as XYZ:
```
19
C7H12, DFT ωB97M-V with the def2-TZVPD basis set
C 2.44066 0.21075 1.07753
C 1.24637 1.16053 0.99642
C 0.63382 1.11892 -0.40720
C 0.48681 -0.12440 -1.14018
C -2.52416 -1.27963 -0.75257
C -1.68799 -0.48431 0.20094
C -0.79441 0.46637 -0.41294
H 3.12133 0.39483 1.92763
H 2.97263 0.26839 0.12621
H 2.12269 -0.82719 1.18559
H 0.45331 1.11103 1.73259
H 1.63205 2.19840 1.08050
H 0.74651 -1.11817 -0.82595
H 0.57713 -0.04641 -2.22530
H -2.29468 -1.30609 -1.80330
H -3.00102 -2.20505 -0.43630
H -3.00937 -0.26226 -0.58918
H -1.80733 -0.50571 1.26198
H -1.31432 1.23001 -0.99647
```

**ΔE to the lowest compared entry with this formula, charge and spin**: 178.18 kcal/mol
**Electronic energy**: -7445.7048 eV
**Multiplicity**: 1
**HOMO**: -6.327 eV
**LUMO energy**: -0.033 Ha